Formula: C40H39CaN5O2
Source: OMol25
Level of theory: the ωB97M-V functional and the def2-TZVPD basis

XYZ file:
```
87
Properties=species:S:1:pos:R:3:lowdin_charge:R:1
H -3.49194 -0.23032 2.08688 0.11
C -1.00688 2.00042 3.19967 -0.05
N -5.91026 -0.65547 -2.21060 0.06
C 5.78592 0.29003 -1.35949 -0.05
C -4.68114 -4.13714 -1.52861 0.01
H 0.71597 -0.52396 5.31740 0.09
C 3.35519 3.50557 1.32008 -0.03
N -0.94487 -0.67139 -0.04442 0.00
H 1.87258 1.96750 -6.60476 0.10
C 2.29575 1.55376 -4.55265 -0.02
H 2.63138 -1.73382 3.56136 0.08
C -1.61790 -0.58442 -1.23733 -0.15
H -4.06537 -4.91910 -1.95074 0.12
H -0.71807 -0.30623 4.33594 0.05
C 4.40223 0.14138 -1.24151 -0.33
C -0.85410 -0.77909 -2.45942 -0.40
C 2.48298 0.40860 3.34878 -0.18
H -0.11818 3.33682 -6.12115 0.10
C -1.52055 -0.51217 -3.65272 -0.01
H 3.16159 0.93884 -4.74968 0.11
C 3.09888 -0.82765 3.95244 -0.04
H -1.57666 1.99929 2.26797 0.07
O 0.38723 -1.14574 -2.40909 -0.28
H -5.46146 -6.90671 1.71221 0.09
H 0.43841 2.65333 -1.93037 0.10
C 1.09342 0.58033 3.50210 -0.19
H -0.50903 3.85176 1.71782 0.06
H 0.50571 -1.46765 3.86538 0.08
H 5.04567 1.26245 1.50048 0.07
C 2.58995 2.46983 2.10177 -0.19
C 0.03073 3.09343 -3.99640 -0.08
H -1.04292 -0.65091 1.99138 0.09
H -5.46531 -5.19976 2.22206 0.09
C 0.45689 1.70674 2.97204 -0.18
C -3.63707 -0.17026 -2.53514 -0.25
C -2.88075 -0.19108 -3.67896 -0.03
H 5.20979 2.16388 3.00465 0.09
C 6.02435 -1.19587 0.48860 -0.11
H 5.16834 0.41431 3.01627 0.06
C -3.00565 -0.31575 -1.27630 -0.10
H -1.13248 2.99006 3.64137 0.09
C -4.81361 -2.92240 -2.16333 -0.01
C 1.21293 2.63197 2.23810 -0.19
C -5.34415 -4.38300 -0.32469 -0.28
C 4.64423 -1.33811 0.54867 -0.18
H -6.99034 -1.44440 -0.04437 0.12
C 3.24211 1.36970 2.67568 -0.17
Ca 1.38407 -0.37942 -0.68286 1.41
C 3.75061 -0.66881 -0.29850 -0.20
H 0.77727 3.86450 0.52304 0.07
C -1.61565 -0.57004 1.07502 -0.14
N 3.71682 0.83495 -2.31593 0.08
H -1.48694 1.29991 3.87431 0.06
C 4.74059 1.29087 2.54632 -0.04
C -3.68169 -0.17865 -0.04088 0.01
H 2.95975 -0.85189 5.03578 0.09
H -3.37203 0.00312 -4.62483 0.12
C 6.60683 -0.36265 -0.45960 -0.10
H 7.68181 -0.25392 -0.51703 0.10
H 4.42329 3.32376 1.31338 0.06
N -5.04612 0.09973 -2.67301 0.07
H -4.29577 -2.75066 -3.09489 0.12
C 0.35265 -0.47273 4.28861 -0.06
C -6.32052 -2.19863 -0.43675 -0.04
H -0.85169 3.67958 -3.77997 0.11
H -4.73763 0.05077 -0.03298 0.11
C -2.99999 -0.32718 1.12933 -0.04
H -0.95588 -0.57671 -4.57279 0.12
H 6.19539 0.89650 -2.15692 0.10
C 1.56731 2.12913 -5.57944 -0.08
H -6.86224 -5.87652 1.33744 0.10
C 0.75037 2.51670 -2.96078 -0.04
H 3.02808 3.53541 0.27699 0.08
C -5.62075 -1.93159 -1.60080 -0.29
H 0.96263 4.76525 2.00550 0.09
C 0.44318 2.89881 -5.30708 -0.09
H -6.71866 -3.58804 1.14015 0.10
H 4.24974 -2.01484 1.30239 0.08
C -6.17042 -3.41141 0.22555 -0.02
H 3.18766 4.50752 1.72165 0.09
H 4.16052 -0.91531 3.75537 0.06
C -5.77361 -5.90176 1.44110 -0.09
C 0.56825 3.83247 1.59542 -0.04
C 1.88140 1.76514 -3.24521 -0.27
H 6.65669 -1.74077 1.17984 0.10
N 2.53723 1.17082 -2.12013 -0.07
O -5.13607 -5.61101 0.21581 -0.08
```

M = 661.86 g/mol
Energy relative to the best compared isomer or geometry (same formula, charge and spin) = 6.39 kcal per mole
Lowest unoccupied orbital energy = -0.30 eV
Kohn-Sham gap = 6.958 eV
HOMO level = -7.263 eV